The following is a DFT calculation (ωB97M-V with the def2-TZVPD basis set) of the molecule C4H6N2O in a non-equilibrium geometry.

Its multiplicity is 1. As for the energy relative to the best compared isomer or geometry (same formula, charge and spin): 3.725 eV. For the orbital gap, the calculation gives 8.6 eV. The highest occupied orbital energy comes out at -8.493 eV. For the electronic energy, the calculation gives -9269.777 eV. Its charge is 0.

Element x y z (Å)
O (-0.97, 0.90, -0.76)
N (1.40, 1.01, -0.66)
N (-0.02, 0.51, 1.26)
C (-0.65, -1.53, 0.66)
C (0.25, 0.35, -0.17)
C (-0.93, -0.39, 1.65)
C (0.19, -1.15, -0.30)
H (-1.63, 0.19, -0.85)
H (-1.09, -2.51, 0.80)
H (1.32, 2.02, -0.51)
H (1.48, 0.86, -1.66)
H (-0.06, 1.46, 1.61)
H (0.71, -1.72, -1.06)